Computed, not measured: a structure of composition C43H42BGeN6O2PbSe, with ωB97M-V with the def2-TZVPD basis set.

LUMO = -3.23 eV
energy relative to the best compared isomer or geometry (same formula, charge and spin) = 0.000 eV
highest occupied orbital energy = -11.024 eV

The geometry in ORCA input format:
```
! wB97M-V def2-TZVPD RIJCOSX def2/J DEFGRID3
* xyz 1 1
Pb -2.1328 0.2029 0.5099
O -1.9657 -2.5738 0.7479
C -1.1364 -3.5145 0.0474
C 0.1851 -3.8029 0.7314
C 1.1004 -2.5930 1.0276
C 0.7245 -1.9222 2.3357
C 1.1996 -2.4597 3.5310
C 0.8458 -1.8754 4.7305
C 0.0223 -0.7583 4.7100
C -0.3980 -0.2835 3.4834
N -0.0647 -0.8477 2.3177
H -1.9526 -2.7961 1.6865
H -0.9671 -3.0803 -0.9362
H -1.6890 -4.4465 -0.0944
H 0.7257 -4.4937 0.0771
H 0.0031 -4.3519 1.6617
H 0.3802 -0.9333 -0.1906
H 2.0886 -3.0282 1.2140
H 1.8602 -3.3170 3.5064
H 1.2165 -2.2740 5.6657
H -0.2758 -0.2577 5.6207
H -1.0136 0.6077 3.4190
Se -8.9331 -0.5032 -4.0592
N -8.5982 0.2718 -2.4948
C -7.3334 0.0739 -2.2360
C -6.6673 0.5792 -1.0416
C -7.3319 1.3513 -0.0893
C -6.6362 1.8153 1.0042
C -5.2876 1.4974 1.1117
N -4.6443 0.7636 0.2131
C -5.3133 0.2962 -0.8524
C -4.5632 -0.5046 -1.8345
N -3.2697 -0.7509 -1.5814
C -2.5452 -1.3772 -2.4972
C -3.0713 -1.8413 -3.6964
C -4.4092 -1.6380 -3.9466
C -5.1766 -0.9524 -3.0064
C -6.5934 -0.6756 -3.2126
N -7.2640 -1.0817 -4.2572
H -8.3808 1.5740 -0.2332
H -7.1125 2.4190 1.7629
H -4.7030 1.8543 1.9527
H -1.4901 -1.4954 -2.2790
H -2.4324 -2.3406 -4.4102
H -4.8769 -1.9796 -4.8602
C 1.2308 -1.6139 -0.1364
Ge 2.8883 -0.5252 -0.0132
C 4.2712 -1.4853 -0.9921
C 4.2026 -2.8658 -1.1773
C 5.2153 -3.5492 -1.8372
C 6.3124 -2.8542 -2.3250
C 6.3928 -1.4794 -2.1529
C 5.3792 -0.8017 -1.4903
C 2.6549 1.2520 -0.7715
C 1.9419 1.4330 -1.9561
C 1.8689 2.6780 -2.5665
C 2.5155 3.7652 -1.9944
C 3.2299 3.6052 -0.8146
C 3.2990 2.3566 -0.2092
C 3.4492 -0.3833 1.8512
C 2.8635 0.5432 2.7150
C 3.2462 0.6189 4.0453
C 4.2188 -0.2431 4.5366
C 4.8097 -1.1706 3.6913
C 4.4307 -1.2346 2.3557
H 1.2776 -2.1575 -1.0844
H 3.3498 -3.4264 -0.8065
H 5.1484 -4.6213 -1.9721
H 7.1026 -3.3830 -2.8417
H 7.2449 -0.9345 -2.5379
H 5.4505 0.2741 -1.3693
H 1.4366 0.5933 -2.4229
H 1.3011 2.8034 -3.4787
H 2.4622 4.7353 -2.4721
H 3.7471 4.4491 -0.3741
H 3.8762 2.2394 0.7018
H 2.0947 1.2122 2.3421
H 2.7886 1.3487 4.7024
H 4.5223 -0.1841 5.5741
H 5.5768 -1.8354 4.0677
H 4.9164 -1.9480 1.6981
B -1.5917 2.9878 -3.5312
C -1.4800 2.0570 -2.2789
N -1.4129 1.3766 -1.3421
H -2.7730 3.0760 -3.7811
H -1.1035 4.0496 -3.2116
H -0.9736 2.4447 -4.4197
C -0.4904 4.1269 0.1574
C -0.3064 3.3296 1.4066
C 0.7476 3.7885 2.3675
O -0.9559 2.3172 1.6415
H -0.1995 5.1661 0.2990
H -1.5101 4.0554 -0.2129
H 0.1707 3.6997 -0.6046
H 0.5009 4.7881 2.7302
H 1.6978 3.8704 1.8333
H 0.8408 3.0989 3.2030
*
```

Need the Löwdin charges? In units of e they are:
1. Pb 1.5000
2. O -0.1899
3. C -0.2275
4. C -0.1256
5. C -0.3247
6. C -0.2751
7. C -0.0072
8. C -0.0425
9. C -0.0508
10. C -0.1648
11. N 0.0443
12. H 0.0921
13. H 0.0894
14. H 0.1266
15. H 0.1270
16. H 0.1243
17. H 0.0162
18. H 0.1226
19. H 0.1280
20. H 0.1181
21. H 0.1107
22. H 0.0815
23. Se 1.1729
24. N -0.2162
25. C -0.3377
26. C -0.0717
27. C 0.0322
28. C -0.0174
29. C -0.1147
30. N -0.0106
31. C -0.1358
32. C -0.1328
33. N 0.0105
34. C -0.1203
35. C -0.0033
36. C 0.0356
37. C -0.0695
38. C -0.3356
39. N -0.2146
40. H 0.1275
41. H 0.1180
42. H 0.1163
43. H 0.1048
44. H 0.1204
45. H 0.1277
46. C -0.2200
47. Ge 1.0343
48. C -0.2776
49. C -0.1137
50. C -0.0831
51. C -0.0818
52. C -0.0762
53. C -0.0953
54. C -0.2708
55. C -0.1079
56. C -0.0857
57. C -0.0828
58. C -0.0908
59. C -0.1221
60. C -0.2680
61. C -0.1265
62. C -0.0858
63. C -0.0823
64. C -0.0763
65. C -0.0951
66. H 0.0820
67. H 0.0868
68. H 0.1038
69. H 0.1056
70. H 0.1065
71. H 0.1019
72. H 0.1025
73. H 0.0931
74. H 0.1118
75. H 0.1066
76. H 0.0976
77. H 0.0828
78. H 0.1050
79. H 0.1057
80. H 0.1061
81. H 0.1006
82. B -0.4128
83. C -0.2240
84. N -0.0103
85. H 0.0118
86. H 0.0171
87. H 0.0165
88. C -0.0006
89. C -0.4514
90. C 0.0010
91. O -0.1228
92. H 0.0982
93. H 0.0889
94. H 0.0758
95. H 0.1000
96. H 0.0856
97. H 0.0778

---

Computed, not measured: a structure of composition BaF30P5 at a distorted geometry, with ωB97M-V with the def2-TZVPD basis set.

LUMO = 6.18 eV
energy relative to the best compared isomer or geometry (same formula, charge and spin) = 0.481 eV
highest occupied orbital energy = -4.033 eV

The geometry in ORCA input format:
```
! wB97M-V def2-TZVPD RIJCOSX def2/J DEFGRID3
* xyz -3 1
Ba 20.7512 -14.5238 -9.7860
P 18.6968 -17.0371 -11.4646
F 19.2368 -18.3717 -10.7388
F 18.4910 -16.2674 -10.0068
F 20.1679 -16.3682 -11.5253
F 18.1228 -15.7148 -12.1961
F 19.0389 -17.7363 -12.8949
F 17.1582 -17.5287 -11.5288
P 21.3665 -12.6110 -13.5211
F 20.9443 -11.7107 -14.7738
F 21.7044 -11.2504 -12.6971
F 19.8281 -12.5565 -12.9644
F 21.6925 -13.5266 -12.1650
F 21.0447 -13.9552 -14.3302
F 22.9038 -12.7459 -13.9885
P 23.7096 -16.7741 -10.5154
F 22.9516 -18.0059 -11.2668
F 22.7708 -15.6319 -11.1908
F 22.5386 -16.8831 -9.4168
F 24.5129 -15.5587 -9.7941
F 24.6634 -17.8164 -9.7063
F 24.7959 -16.6766 -11.7006
P 22.7005 -11.8049 -8.5087
F 24.2152 -11.3337 -8.8378
F 22.2885 -10.2574 -8.4781
F 22.2477 -11.8647 -10.0762
F 21.2236 -12.3365 -8.0776
F 23.1253 -13.3579 -8.6223
F 23.0782 -11.7533 -6.9119
P 17.8322 -12.2567 -9.9791
F 19.4257 -12.0288 -10.1400
F 17.7785 -10.8458 -9.1801
F 17.6011 -11.3923 -11.3489
F 16.2293 -12.4327 -9.8513
F 17.9382 -13.6088 -10.8741
F 18.2118 -13.0859 -8.6179
*
```

Need the Löwdin charges? In units of e they are:
1. Ba 2.1303
2. P 0.1610
3. F -0.1485
4. F -0.2700
5. F -0.3063
6. F -0.1634
7. F -0.1663
8. F -0.1665
9. P 0.1615
10. F -0.1658
11. F -0.1670
12. F -0.1786
13. F -0.3125
14. F -0.1527
15. F -0.1620
16. P 0.1468
17. F -0.1616
18. F -0.2841
19. F -0.2261
20. F -0.1697
21. F -0.1808
22. F -0.1562
23. P 0.1422
24. F -0.1618
25. F -0.1453
26. F -0.1950
27. F -0.2635
28. F -0.2348
29. F -0.1887
30. P 0.1599
31. F -0.2518
32. F -0.1721
33. F -0.1753
34. F -0.1636
35. F -0.1963
36. F -0.2154

---

Computed, not measured: a structure of composition C39H40BBrN6O4Re, with ωB97M-V with the def2-TZVPD basis set.

LUMO (spin up / spin down) = -7.50 / -7.21 eV
energy relative to the best compared isomer or geometry (same formula, charge and spin) = 1.573 eV
highest occupied orbital energy (spin up / spin down) = -12.786 / -12.785 eV
⟨S²⟩ = 0.7592

The geometry in ORCA input format:
```
! wB97M-V def2-TZVPD RIJCOSX def2/J DEFGRID3
* xyz 2 2
Re -0.4628 1.8643 1.0367
C -5.3613 -0.1590 -0.0514
C -4.6535 0.9368 0.6903
C -5.3272 1.8635 1.4805
C -4.6285 2.8676 2.1234
C -3.2571 2.9330 1.9790
Br -2.3608 4.3109 2.8768
N -2.5718 2.0573 1.2160
C -3.2856 1.0840 0.5873
H -6.3201 -0.3853 0.4103
H -4.7648 -1.0697 -0.0736
H -5.5498 0.1412 -1.0832
H -6.4026 1.8028 1.5940
H -5.1315 3.5977 2.7397
H -2.7134 0.4006 -0.0248
O -0.6639 1.6382 3.6846
C -0.2495 0.5296 3.3586
N 0.1873 -0.5104 4.0552
C 0.8673 -1.5226 3.2276
C 0.5162 -1.0116 1.8114
O 0.8014 -1.4846 0.7584
N -0.1463 0.2393 1.9775
C 2.3903 -1.3802 3.3067
C 2.9977 -0.2950 3.9258
C 4.3843 -0.1750 3.9245
C 5.1652 -1.1327 3.2983
C 4.5578 -2.2147 2.6694
C 3.1791 -2.3368 2.6672
C 0.3353 -2.9099 3.5260
C 0.9639 -3.7134 4.4697
C 0.4218 -4.9463 4.8034
C -0.7446 -5.3817 4.1935
C -1.3756 -4.5807 3.2510
C -0.8396 -3.3466 2.9221
H 0.2170 -0.5211 5.0642
H 2.4089 0.4598 4.4308
H 4.8493 0.6589 4.4335
H 6.2438 -1.0490 3.3128
H 5.1628 -2.9711 2.1871
H 2.7105 -3.1824 2.1803
H 1.8797 -3.3844 4.9440
H 0.9152 -5.5675 5.5383
H -1.1616 -6.3462 4.4496
H -2.2824 -4.9211 2.7697
H -1.3379 -2.7330 2.1790
C 4.0333 -0.1766 -0.7317
C 4.0468 1.1336 0.0676
C 2.6915 1.5171 0.4317
N 1.6011 1.7784 0.6611
H 5.0572 -0.4528 -0.9738
H 3.4744 -0.0614 -1.6589
H 3.5851 -0.9784 -0.1481
H 4.4690 1.9564 -0.5130
H 4.6275 1.0403 0.9876
C -1.6645 -1.4463 -7.1375
C -1.0287 -2.1565 -5.9339
C -2.0283 -3.1797 -5.3952
C 0.2338 -2.9042 -6.3859
C -0.6462 -1.1181 -4.8792
C 0.2536 -0.0971 -5.2186
C 0.6575 0.8881 -4.3265
C 0.1252 0.8160 -3.0598
O 0.3461 1.6476 -1.9647
B -0.4309 1.1113 -0.9546
O -1.1391 0.0035 -1.3806
C -0.7596 -0.1773 -2.7086
C -1.1666 -1.1581 -3.5839
H -1.9436 -2.1798 -7.8951
H -0.9790 -0.7367 -7.6007
H -2.5642 -0.9046 -6.8404
H -2.2725 -3.8925 -6.1826
H -2.9614 -2.7082 -5.0797
H -1.6185 -3.7460 -4.5564
H -0.0265 -3.6505 -7.1376
H 0.7052 -3.4169 -5.5455
H 0.9681 -2.2305 -6.8281
H 0.6566 -0.0681 -6.2216
H 1.3503 1.6668 -4.6140
H -1.8581 -1.9239 -3.2653
N 1.0494 4.1766 2.5610
C 0.6288 4.7040 1.3723
C 0.9695 6.0024 0.9792
C 0.5067 6.4888 -0.2172
C -0.2995 5.6854 -1.0316
C -0.5698 4.4140 -0.6188
N -0.1031 3.9121 0.5562
H 1.5675 4.8029 3.1579
H 0.4166 3.5738 3.0741
H 1.5681 6.6141 1.6400
H 0.7528 7.4976 -0.5204
H -0.6910 6.0418 -1.9721
H -1.1530 3.7380 -1.2280
*
```

Need the Löwdin charges? In units of e they are:
1. Re 1.5713
2. C -0.0140
3. C -0.2140
4. C 0.0390
5. C -0.0701
6. C -0.6864
7. Br 0.9369
8. N -0.1156
9. C -0.0456
10. H 0.0921
11. H 0.0914
12. H 0.1013
13. H 0.1407
14. H 0.1175
15. H 0.1040
16. O -0.0053
17. C -0.5414
18. N 0.2115
19. C -0.2436
20. C -0.3659
21. O 0.1823
22. N -0.0316
23. C -0.1638
24. C -0.0247
25. C -0.0697
26. C -0.0684
27. C -0.0506
28. C -0.0278
29. C -0.1638
30. C -0.0216
31. C -0.0488
32. C -0.0568
33. C -0.0552
34. C -0.0211
35. H 0.1890
36. H 0.1117
37. H 0.1118
38. H 0.1143
39. H 0.1178
40. H 0.1340
41. H 0.1236
42. H 0.1157
43. H 0.1150
44. H 0.1122
45. H 0.1159
46. C -0.0492
47. C -0.1589
48. C -0.0541
49. N 0.0928
50. H 0.0915
51. H 0.0857
52. H 0.0692
53. H 0.1363
54. H 0.1197
55. C -0.0393
56. C -0.5613
57. C -0.0662
58. C -0.0391
59. C -0.1486
60. C -0.0108
61. C 0.0320
62. C -0.1881
63. O 0.1296
64. B -0.6475
65. O 0.1187
66. C -0.1650
67. C 0.0789
68. H 0.0919
69. H 0.0797
70. H 0.0926
71. H 0.0923
72. H 0.0878
73. H 0.0880
74. H 0.0919
75. H 0.0924
76. H 0.0802
77. H 0.1157
78. H 0.1267
79. H 0.1202
80. N 0.1430
81. C -0.4066
82. C 0.0126
83. C -0.0089
84. C -0.0242
85. C -0.1043
86. N -0.0931
87. H 0.1195
88. H 0.0347
89. H 0.1287
90. H 0.1300
91. H 0.1242
92. H 0.1157

---

Computed, not measured: a structure of composition C16H19BIrN6 at a distorted geometry, with ωB97M-V with the def2-TZVPD basis set.

LUMO (spin up / spin down) = -6.47 / -11.21 eV
energy relative to the best compared isomer or geometry (same formula, charge and spin) = 0.195 eV
highest occupied orbital energy (spin up / spin down) = -11.748 / -15.440 eV
⟨S²⟩ = 8.7925

The geometry in ORCA input format:
```
! wB97M-V def2-TZVPD RIJCOSX def2/J DEFGRID3
* xyz 2 6
H 0.2637 -2.6498 -1.0703
N 0.7651 -0.5848 -1.0230
B 1.6258 1.7740 -1.5785
N 1.4549 0.2430 -1.8985
C 1.8601 -0.4891 -2.9565
Ir -0.1315 0.1556 0.7826
H 2.4299 -0.0171 -3.7542
C 1.4250 -1.7999 -2.7831
H 1.5693 -2.6269 -3.4586
C 0.7531 -1.8225 -1.5575
H 2.2233 2.4223 -2.3794
C -0.0707 -0.1814 2.6740
H 0.6380 -1.0318 2.8151
H -1.1029 -0.4330 3.0273
H 0.2154 0.8041 3.1215
N 2.2748 1.7864 -0.1750
N 0.1488 2.3046 -1.4402
N 1.6995 1.0410 0.8672
N -0.6726 1.6916 -0.5386
C 3.4594 2.2648 0.2375
C -0.6213 3.1449 -2.1585
H 4.0486 2.8638 -0.4198
H -0.1777 3.7597 -2.9131
C 3.6648 1.9039 1.5522
C -1.9287 3.0924 -1.6954
C 2.5622 1.1209 1.9205
C -1.9508 2.1491 -0.6800
H 4.4713 2.1813 2.1964
H -2.7763 3.6667 -2.0043
H 2.3455 0.6195 2.8561
H -2.7589 1.7452 -0.0804
H -1.4950 0.9557 0.8877
C -3.1434 -3.5967 1.3191
C -3.6165 -2.3460 0.9118
C -2.7143 -1.3226 0.5606
C -1.3392 -1.5417 0.6909
C -0.8562 -2.8117 1.0366
C -1.7669 -3.8345 1.3825
H -3.8506 -4.3659 1.6266
H -4.6850 -2.1238 0.9069
H -3.0756 -0.3246 0.3166
H 0.2152 -2.9909 1.1368
H -1.3793 -4.7960 1.7387
*
```

Need the Löwdin charges? In units of e they are:
1. H 0.1131
2. N -0.0267
3. B -0.4201
4. N 0.0603
5. C 0.0737
6. Ir 1.5045
7. H 0.1687
8. C 0.1229
9. H 0.1498
10. C -0.0206
11. H 0.1328
12. C -0.3096
13. H 0.0548
14. H 0.0435
15. H 0.0439
16. N -0.0024
17. N 0.0020
18. N -0.1417
19. N -0.1816
20. C -0.0232
21. C -0.0092
22. H 0.1389
23. H 0.1382
24. C -0.0001
25. C 0.0006
26. C -0.0725
27. C -0.0958
28. H 0.1169
29. H 0.1180
30. H 0.1122
31. H 0.0998
32. H -0.0079
33. C 0.0149
34. C -0.0049
35. C -0.0618
36. C -0.3135
37. C -0.1122
38. C -0.0011
39. H 0.1388
40. H 0.1303
41. H 0.0810
42. H 0.1116
43. H 0.1337

---

energy relative to the best compared isomer or geometry (same formula, charge and spin) of number 3 (C39H40BBrN6O4Re)? 1.573 eV